Density functional theory data (ωB97M-V/def2-TZVPD) for a 16-piece molecular cluster, C72H192N16O20 overall in a non-equilibrium geometry.

```
300
Properties=species:S:1:pos:R:3:forces:R:3:mulliken_charge:R:1
C -7.043232 -3.450267 -2.106647 -1.88 -0.46 -0.03 -1.61
C -5.717770 -4.108589 -2.339861 0.39 -2.03 1.51 2.29
C -5.814829 -5.683784 -2.416922 -2.41 1.23 0.66 -1.14
O -4.593131 -6.310002 -2.447554 0.78 2.41 0.16 0.11
C -4.437154 -7.458124 -3.132901 0.26 -2.77 0.88 -1.02
N -5.071261 -3.618767 -3.478280 0.67 1.96 -0.19 -0.43
H -6.905072 -2.433265 -1.840702 0.35 1.17 -0.03 0.25
H -7.671256 -3.813901 -1.261352 0.63 -0.39 -0.47 0.25
H -7.709963 -3.455380 -2.995738 0.45 -0.14 0.30 0.41
H -5.082887 -3.832046 -1.487667 -0.15 -0.29 -0.02 -0.94
H -6.512342 -5.844102 -3.292326 0.91 -0.42 0.44 0.39
H -6.336182 -6.049412 -1.514651 -0.30 0.05 -0.19 0.32
H -4.847345 -8.326148 -2.568455 -0.20 0.25 -0.28 0.31
H -3.389534 -7.656651 -3.156587 0.95 -0.11 -0.19 0.23
H -4.790716 -7.525400 -4.131742 -0.70 0.49 -1.08 0.42
H -4.086643 -3.720176 -3.439024 0.83 -0.22 -0.10 0.02
H -5.417898 -3.940072 -4.334112 -0.62 -0.60 -1.39 0.27
C 1.577502 5.507044 4.318374 -0.34 2.13 0.24 -0.86
C 0.678057 4.370427 4.750507 -0.56 -0.44 -1.04 0.19
C 0.736155 3.212903 3.733103 -0.14 0.15 0.07 0.53
O 0.015091 3.430804 2.501690 1.90 -0.33 -0.16 -0.45
C 0.741629 2.794680 1.408311 1.07 0.27 3.12 0.87
N 1.010252 3.826459 6.028244 2.16 -0.60 1.13 -0.54
H 2.618450 5.305326 4.092828 0.20 -0.76 -0.04 0.00
H 1.644742 6.329505 5.080172 -0.34 -0.81 -0.40 0.47
H 1.152304 5.995702 3.422416 0.18 -0.34 0.23 -0.25
H -0.364036 4.739803 4.779597 0.39 -0.08 0.08 0.34
H 0.270164 2.364009 4.216816 0.04 -0.41 0.20 -0.01
H 1.839285 2.999615 3.599826 -1.09 0.04 -0.29 -0.71
H 1.838822 2.989483 1.522102 -0.69 -0.27 0.00 -0.01
H 0.440551 3.279973 0.571431 -1.09 1.15 -2.65 -0.14
H 0.547861 1.737781 1.353632 -0.09 -0.58 -0.03 0.01
H 0.253808 3.463405 6.587131 0.06 -0.25 -0.33 0.28
H 1.843846 3.164579 6.011385 -1.76 1.10 0.06 0.22
C -0.119463 -8.440746 -0.037749 0.48 0.21 -0.05 -1.82
C 0.643079 -7.146391 0.191150 0.83 -0.21 1.89 1.23
C 2.070648 -7.426749 0.845251 -0.64 0.88 -0.51 -0.55
O 2.028538 -8.139360 2.051669 -0.47 -1.22 -0.11 -0.43
C 1.787779 -7.403275 3.213664 0.72 0.59 0.74 -0.49
N 0.768742 -6.264440 -0.917100 0.37 0.24 0.09 0.29
H -1.110165 -8.209521 -0.419488 -0.26 -0.20 0.24 0.36
H -0.099895 -9.026107 0.880688 -0.48 0.13 0.12 0.40
H 0.372199 -9.083467 -0.749728 0.33 -0.14 -0.64 0.43
H 0.092345 -6.626078 0.985862 -0.07 0.13 -0.04 -0.32
H 2.531245 -6.432476 1.060412 -0.04 -0.48 -0.53 0.20
H 2.676939 -8.013685 0.126890 -0.14 0.38 0.38 0.36
H 2.749285 -6.870026 3.468938 -0.91 -0.26 0.14 0.29
H 1.518990 -8.107321 4.046685 0.26 0.65 -0.86 0.25
H 0.991777 -6.638793 3.102215 0.23 -0.39 0.03 0.13
H 0.707001 -6.717394 -1.813181 -0.24 0.68 -0.20 0.23
H 0.479836 -5.293219 -0.747078 -0.13 -1.01 -0.77 -0.77
C 1.676556 -0.320967 -5.672981 0.79 0.23 0.80 -2.15
C 0.726110 0.855956 -5.810051 1.22 0.08 0.52 0.52
C 0.299708 0.996061 -7.240991 0.69 -0.46 -1.51 -0.51
O -0.527188 -0.145701 -7.577517 0.82 1.06 -0.32 -0.11
C -1.041074 -0.072501 -8.910476 2.13 -0.62 0.91 -0.91
N -0.356124 0.619786 -4.870473 -0.67 -0.10 0.24 0.32
H 2.558299 -0.147851 -6.277539 0.14 0.01 -0.44 0.69
H 1.243678 -1.282326 -5.970760 -0.02 0.22 0.35 0.36
H 2.079938 -0.309883 -4.633585 -0.53 -0.50 -0.51 0.09
H 1.350440 1.764988 -5.534938 -1.02 -0.72 -0.16 0.44
H 1.190827 1.164518 -7.970279 -1.03 -0.93 1.08 0.38
H -0.201053 1.928822 -7.340671 -1.27 0.63 -0.28 0.22
H -0.190234 -0.045886 -9.641252 -0.87 -0.13 0.35 0.31
H -1.651706 0.766690 -8.981665 -0.95 1.88 -0.47 0.30
H -1.689021 -0.909209 -9.018228 -0.19 -0.96 -0.41 0.26
H -0.854963 -0.237981 -5.161682 0.13 0.86 0.27 -0.14
H -0.999427 1.390530 -4.629013 0.46 -0.63 -0.81 0.10
C 4.702023 2.200249 3.655460 -2.01 -0.13 -0.39 -0.14
C 5.696743 1.918063 2.577601 1.30 -1.27 0.20 -0.29
C 5.126584 1.700489 1.190730 -0.61 -0.61 -0.59 0.43
O 4.397872 0.475412 1.163073 0.20 0.32 0.00 -0.53
C 3.441794 0.415631 0.117801 0.53 -1.22 -0.18 1.41
N 6.650308 3.004901 2.462618 0.19 0.27 0.26 -0.17
H 5.182934 2.386176 4.613023 0.04 0.04 0.02 0.44
H 4.047823 1.285149 3.736493 0.42 0.99 0.14 -0.16
H 4.062178 3.090077 3.384777 0.60 -0.77 0.34 -0.36
H 6.228278 0.982493 2.938039 -0.49 0.54 -0.78 0.21
H 5.893218 1.700682 0.360952 -0.35 -0.03 0.87 0.13
H 4.430492 2.520965 0.966278 0.05 0.15 0.01 -0.43
H 2.805080 1.257977 0.149923 -0.76 1.27 -0.01 -0.36
H 2.791460 -0.445989 0.345989 0.41 0.22 -0.40 -0.80
H 3.898593 0.350803 -0.902077 -0.20 -0.20 0.77 0.05
H 7.273904 2.759990 1.724620 0.59 -0.05 -0.83 0.24
H 7.241535 2.966276 3.278484 0.02 0.48 0.45 0.16
C -2.266573 -3.739733 5.035627 -0.20 -0.55 -0.75 -0.99
C -2.601537 -2.644795 6.040354 -0.06 -0.57 0.88 1.10
C -4.069956 -2.227943 6.059761 0.60 1.14 -0.63 0.08
O -4.105694 -0.983509 6.773592 -0.68 -0.40 0.21 -0.35
C -5.380699 -0.394538 6.931214 -0.58 0.76 0.25 -0.56
N -2.136360 -3.063163 7.392621 -0.49 -2.25 -1.20 -0.71
H -2.686127 -4.701415 5.299091 -0.81 -0.24 0.25 0.27
H -1.216393 -4.013405 5.116354 0.31 0.59 -0.30 0.47
H -2.568773 -3.572013 3.955640 0.43 0.18 1.30 -0.01
H -2.020309 -1.785465 5.771819 0.25 0.63 -0.06 -0.51
H -4.625011 -3.003735 6.584230 -0.52 -0.05 -0.12 0.46
H -4.429017 -2.019669 5.021734 -0.07 -0.50 0.54 -0.35
H -5.816387 0.016269 6.008151 0.42 -0.18 -0.14 0.03
H -5.278987 0.454878 7.625355 0.24 -0.26 -0.27 0.29
H -6.202868 -0.992787 7.357229 0.62 -0.61 0.03 0.32
H -2.704142 -3.857785 7.759652 0.60 0.80 -0.59 0.29
H -2.157070 -2.377906 8.093147 -0.18 1.45 0.67 0.27
C 1.296820 7.717978 0.734092 -0.18 0.06 -0.80 -0.63
C 0.347914 7.472554 -0.497033 0.06 -1.66 0.23 -0.12
C 1.071934 7.691371 -1.797010 1.11 1.10 0.35 0.41
O 1.955769 8.800954 -1.619587 -0.24 -0.25 -0.49 -0.42
C 3.154030 8.669078 -2.391401 -1.71 0.78 -1.15 -0.37
N -0.187645 6.060713 -0.623273 -0.20 1.51 -0.14 0.00
H 1.408788 8.762642 1.030386 -0.24 0.02 -0.31 0.41
H 2.309980 7.388636 0.479704 -0.11 -0.06 -0.15 0.07
H 1.025938 7.170955 1.623861 -0.55 -0.30 0.13 -0.11
H -0.568343 8.054699 -0.565397 0.13 0.49 0.74 0.57
H 0.363070 7.806102 -2.631323 0.17 0.25 0.08 0.50
H 1.702651 6.842576 -1.999531 0.12 -0.71 -0.13 -0.72
H 3.772711 9.498929 -2.036763 0.12 -0.17 -0.53 0.27
H 2.812319 8.791720 -3.510981 1.27 -0.30 1.78 0.24
H 3.636670 7.714386 -2.166599 0.06 0.11 -0.35 0.06
H -1.044229 6.065172 -0.094301 -0.06 -0.68 0.29 0.22
H 0.444718 5.346597 -0.301784 0.18 0.01 0.35 -0.27
C -5.066017 -0.146606 -0.352327 -0.43 -0.58 0.79 -0.82
C -5.998891 0.984618 -0.748373 0.75 0.04 -1.18 0.14
C -5.090200 2.138672 -1.381754 -2.65 -1.23 -1.23 -0.96
O -4.005257 2.367430 -0.609374 1.11 0.10 1.31 0.24
C -3.227074 3.480160 -1.002590 -0.48 -0.79 -0.53 -0.65
N -7.037096 0.429381 -1.662494 0.13 1.49 -0.54 -0.65
H -5.612219 -1.025510 -0.009933 -0.49 0.04 0.12 0.31
H -4.436202 0.127214 0.505052 0.28 0.06 -0.61 0.07
H -4.534962 -0.549652 -1.217850 0.47 0.44 0.01 0.30
H -6.552325 1.382742 0.083218 0.09 0.22 0.65 0.38
H -5.716291 3.041273 -1.473473 0.04 0.06 -0.12 0.19
H -4.823854 1.811002 -2.434241 -0.02 0.23 0.76 0.25
H -2.385647 3.472110 -0.324069 0.40 0.19 -0.15 -0.41
H -3.807651 4.398887 -0.885512 0.05 0.15 -0.16 0.59
H -2.950851 3.301108 -2.065892 0.23 0.53 0.56 0.30
H -6.561184 0.277347 -2.558417 -0.36 -0.20 0.16 0.32
H -7.764928 1.156574 -1.865989 0.92 -0.83 0.28 0.30
C -0.002031 -1.134518 3.946665 0.28 1.80 1.76 -2.05
C 1.353643 -0.465297 4.157812 0.00 0.62 0.11 3.02
C 1.810414 -0.463807 5.596039 -0.98 -1.17 2.26 -1.56
O 0.935874 0.318017 6.414792 -0.99 0.34 -1.74 -0.07
C 1.072825 0.294021 7.779773 -0.19 0.28 0.46 -1.08
N 2.359452 -1.295044 3.528147 -0.44 -1.43 -0.99 -0.57
H -0.145820 -1.248765 2.927252 -0.45 0.05 -2.12 -0.15
H -0.846741 -0.588213 4.402240 0.43 -0.24 -0.18 0.41
H 0.093304 -2.095303 4.354668 -0.22 -1.58 0.87 0.67
H 1.287114 0.555764 3.751980 0.36 -0.23 0.09 -1.01
H 2.804753 -0.088149 5.807374 0.59 0.04 -0.65 0.43
H 1.815780 -1.577338 5.925325 -0.10 1.56 -0.28 0.32
H 2.046734 0.628617 8.100346 0.49 0.57 0.29 0.35
H 0.960450 -0.678993 8.163763 -0.06 -1.77 0.50 0.41
H 0.250336 0.843705 8.262992 0.44 0.33 -0.41 0.25
H 2.958841 -0.847275 2.856527 0.06 0.27 -0.23 0.24
H 1.840343 -2.066708 3.070762 1.00 0.62 0.09 0.28
C -3.773744 3.900560 3.251839 0.32 -0.49 0.80 -1.56
C -3.438291 2.401585 3.498152 1.03 1.24 0.42 0.56
C -4.628831 1.613797 4.011636 0.63 -1.21 -1.50 -0.09
O -5.527342 1.464330 2.922211 0.11 0.59 0.05 -0.32
C -6.412367 0.401730 3.070452 -0.07 -0.41 -0.52 -0.53
N -2.840113 1.827499 2.305751 -1.10 -0.94 -0.61 0.88
H -4.498526 4.274682 3.967109 -0.16 0.18 0.12 0.46
H -4.171799 3.942263 2.274528 -0.86 0.25 -1.11 0.29
H -2.910824 4.577073 3.236423 0.12 -0.44 0.23 0.20
H -2.700582 2.367919 4.310492 0.06 -0.13 -0.09 0.20
H -5.094176 2.106479 4.823348 -0.64 0.79 1.02 0.60
H -4.327965 0.607783 4.389707 0.11 0.46 -0.40 -0.47
H -7.172484 0.592058 3.844280 0.28 -0.26 0.17 0.31
H -5.799771 -0.510432 3.251300 -0.73 0.14 0.13 0.09
H -6.961398 0.298666 2.119587 0.27 -0.11 0.29 0.26
H -1.890711 2.116194 2.130501 -0.01 0.44 0.10 -0.48
H -3.455735 2.002117 1.485498 0.85 -0.20 0.70 -0.50
C -6.859992 -3.482009 2.767797 0.90 1.25 0.03 -1.87
C -5.523018 -4.110153 2.404215 1.18 -0.28 -0.07 1.49
C -5.210378 -5.311261 3.275102 -0.72 -1.17 -0.67 -0.99
O -3.949547 -5.944552 2.894551 -1.09 0.84 1.23 -0.16
C -3.719306 -7.071615 3.750785 0.95 0.25 -1.68 -0.92
N -5.386453 -4.426806 0.972403 -1.20 0.21 -0.74 0.07
H -7.027750 -3.150151 3.819810 0.57 -0.69 -0.54 0.35
H -7.593755 -4.176636 2.484029 -1.56 -0.62 -0.38 0.64
H -6.904041 -2.543491 2.198334 -0.46 -0.37 -0.17 0.25
H -4.795951 -3.316649 2.645013 0.32 -0.36 -0.15 -0.63
H -6.007486 -6.121646 3.147219 0.65 1.01 0.13 0.39
H -5.318147 -4.912778 4.298419 0.85 -0.63 0.20 0.40
H -3.892094 -6.789031 4.770706 0.55 0.04 0.77 0.37
H -2.713412 -7.485390 3.470344 -0.75 0.64 0.79 0.14
H -4.415206 -7.849376 3.517094 -0.75 -0.65 -0.20 0.37
H -6.255054 -4.737646 0.499044 0.53 0.44 0.80 0.14
H -4.697177 -5.133546 0.728712 0.09 0.22 0.66 -0.02
C -1.966017 6.297354 -4.891256 -0.11 -2.88 -1.64 -1.77
C -0.965876 5.067038 -4.833661 -0.54 0.38 -0.35 2.36
C -0.956411 4.067770 -6.087301 -0.83 1.04 1.63 -0.79
O -2.175978 3.431781 -6.477225 0.29 0.80 -0.01 -0.24
C -2.782685 3.989788 -7.649188 0.86 -1.77 0.06 -0.93
N 0.417534 5.560485 -4.786289 0.62 0.75 1.79 -0.64
H -2.978073 5.902108 -4.941209 -0.33 -0.02 0.50 0.39
H -1.908053 6.821757 -5.847302 0.62 0.36 0.18 0.41
H -1.822989 6.890962 -4.032000 0.11 0.90 0.81 0.41
H -1.159961 4.497426 -3.901663 0.08 0.31 -0.48 -1.21
H -0.240918 3.288012 -5.858535 0.16 0.04 0.08 0.14
H -0.553938 4.731019 -6.828504 0.19 -0.04 -1.15 0.40
H -3.143114 4.968118 -7.497984 -0.59 1.26 0.31 0.30
H -3.577812 3.303626 -7.944998 -0.11 0.20 0.18 0.25
H -2.066198 3.998632 -8.472519 0.16 0.10 -0.08 0.37
H 0.598741 6.108784 -3.894244 -0.49 -1.26 -1.23 0.08
H 0.564239 6.281663 -5.481330 -0.13 -0.09 -0.44 0.35
C 3.703588 5.057493 -0.924220 -1.56 0.09 0.51 -0.56
O 4.635016 6.105300 -0.939257 0.85 -0.45 1.23 -0.39
C 5.648040 5.879354 0.084561 -0.99 0.63 -0.05 -0.96
C 5.242412 6.369783 1.516347 -0.13 -0.59 -2.09 0.19
N 6.390526 6.160292 2.317947 0.77 1.46 1.70 -0.44
C 6.184119 6.646627 3.695875 -1.01 0.27 -0.27 -0.12
C 7.130019 6.089486 4.718356 0.22 0.72 -0.07 -0.87
O 6.879677 4.749952 5.035176 -0.36 -0.42 -0.33 -0.14
C 7.671280 4.326708 6.093464 2.35 1.78 0.52 -0.94
H 3.165073 4.897458 0.058083 0.26 0.78 -0.67 0.08
H 4.154145 4.098259 -1.046938 0.72 -0.84 -0.64 0.61
H 2.954757 5.226666 -1.730195 0.55 -0.14 0.57 0.01
H 6.567727 6.347556 -0.199948 0.20 1.29 -0.29 0.48
H 6.016849 4.872952 0.036886 -0.59 -1.24 0.38 0.25
H 4.370737 5.821938 1.931033 -0.06 0.33 -0.38 -0.12
H 5.014485 7.441561 1.372129 -0.06 -0.37 0.47 0.31
H 6.652935 5.202221 2.325662 -0.08 -1.09 0.10 0.39
H 5.118370 6.446776 4.039226 0.93 0.29 -0.28 0.06
H 6.365607 7.747864 3.700929 -0.39 -0.61 0.00 0.29
H 7.058892 6.699547 5.637847 0.06 -0.07 -0.26 0.43
H 8.135946 6.197173 4.295482 0.25 -0.06 0.24 0.39
H 7.874007 3.289364 6.033720 -0.30 -1.17 0.09 0.29
H 7.326181 4.651556 7.075766 -0.60 -0.28 0.09 0.35
H 8.712695 4.813300 6.073337 -1.10 -0.53 -0.37 0.34
C -2.311286 -4.525460 -0.826625 0.90 -0.01 -0.15 -1.69
O -1.131024 -3.945833 -0.295981 0.13 -0.71 -0.82 1.07
C -1.286577 -3.370887 0.937567 -0.34 1.23 1.63 -0.65
C -1.867994 -1.947379 0.961071 -0.83 -0.39 0.46 -0.51
N -0.979656 -0.878163 0.510044 -0.05 -0.46 -1.48 1.17
C -0.955331 -0.842311 -0.999826 0.43 0.96 0.94 -0.33
C -0.202434 0.307494 -1.636976 2.85 -1.58 2.50 0.26
O -0.678659 1.526925 -1.235486 -0.50 2.21 -0.33 1.36
C 0.023417 2.601758 -1.914306 0.93 -2.38 1.15 0.34
H -3.041719 -3.756301 -1.013266 -0.77 0.11 0.50 0.08
H -2.636538 -5.426191 -0.274922 -0.13 0.62 0.04 0.28
H -1.991653 -4.826576 -1.792863 0.06 -0.73 -1.00 0.19
H -0.293024 -3.308624 1.385723 0.15 -0.01 0.08 -0.16
H -1.911470 -3.984959 1.616994 0.11 -0.05 -0.31 0.39
H -2.124741 -1.767053 2.015388 0.30 0.11 -0.05 0.61
H -2.878093 -1.893385 0.487499 0.54 -0.26 -0.20 -0.20
H -1.449780 -0.052375 0.836775 0.02 0.77 0.01 -0.58
H -1.938294 -0.820554 -1.416272 -1.20 -0.22 -0.17 0.10
H -0.452666 -1.714585 -1.346148 0.24 -0.91 -0.19 -0.10
H -0.097496 0.189317 -2.693479 -0.37 -0.05 -0.83 -0.13
H 0.875849 0.213179 -1.225999 -0.94 0.04 -0.53 -0.83
H -0.598395 3.430886 -1.898230 -1.04 1.67 -0.05 -0.21
H 0.228770 2.247309 -2.908009 0.21 0.24 -0.67 -0.03
H 0.989565 2.837347 -1.406106 -0.48 -0.23 -0.31 -0.41
C 5.791711 1.001282 -3.165566 -1.55 0.87 1.08 -1.12
O 5.820424 -0.260840 -2.568043 0.04 0.90 0.20 0.20
C 7.142596 -0.692836 -2.496692 1.19 -0.70 -0.56 -0.72
C 7.073466 -2.020236 -1.759378 0.39 -0.04 -1.50 -0.59
N 6.287512 -2.911163 -2.608510 -0.30 0.61 -0.34 -0.11
C 5.864930 -4.150147 -2.015139 -1.13 -1.20 -0.01 -1.58
C 4.737532 -4.112440 -0.934004 0.71 -0.19 -1.30 -0.24
O 3.523839 -3.735683 -1.517164 -0.25 0.23 0.20 0.34
C 2.570663 -3.329291 -0.560163 -1.23 1.08 -1.76 -0.47
H 4.745276 1.345566 -3.115680 0.37 0.03 -0.03 0.16
H 6.064226 0.958416 -4.184350 0.54 -0.06 -1.36 0.43
H 6.428075 1.736614 -2.639099 -0.12 -0.28 -0.10 0.39
H 7.848067 0.109267 -2.096747 -0.90 -1.02 -0.01 0.42
H 7.499387 -0.941030 -3.542107 -0.13 0.34 0.82 0.33
H 6.633545 -1.930330 -0.808287 -0.51 0.53 1.54 0.22
H 8.066703 -2.409884 -1.652111 0.67 -0.35 0.15 0.48
H 5.506362 -2.338305 -2.960574 0.23 -0.85 0.23 0.23
H 6.659776 -4.678327 -1.541925 1.29 0.19 0.74 0.64
H 5.700306 -4.911349 -2.805524 -0.80 0.61 0.11 0.31
H 5.026316 -3.345648 -0.240725 0.23 0.40 0.85 0.28
H 4.619513 -5.074553 -0.414333 0.24 0.05 -0.06 0.29
H 2.230829 -4.119352 0.056166 -0.06 -1.14 0.83 -0.33
H 1.665424 -3.033299 -1.169891 0.89 0.02 0.75 0.05
H 2.894024 -2.491658 0.066714 0.18 -0.04 -0.18 0.32
C 3.888947 -2.663766 -6.182820 -0.01 3.09 0.83 -0.45
O 2.758434 -3.323470 -5.708709 0.20 -1.34 -0.42 -0.42
C 3.009872 -3.916878 -4.452357 0.73 1.86 1.44 0.40
C 1.940154 -4.936261 -4.074314 0.23 0.61 -1.41 -1.04
N 0.523796 -4.630869 -4.311973 0.40 0.77 -1.64 -0.47
C -0.059773 -3.471029 -3.615416 0.00 -1.21 -0.01 2.12
C -1.460085 -3.287490 -4.153074 -0.61 -1.89 0.64 -0.66
O -1.390989 -2.835361 -5.471287 -1.07 0.46 -0.60 -0.39
C -2.644079 -2.423027 -6.074878 1.12 1.04 -0.18 -0.32
H 4.099982 -1.856120 -5.357800 0.22 -1.01 -1.52 -0.05
H 3.617462 -2.112717 -7.122231 0.20 -0.60 0.82 0.30
H 4.825166 -3.212000 -6.353783 -0.44 -0.53 0.21 0.35
H 3.171807 -3.100658 -3.656551 -0.80 -0.68 -1.03 -0.33
H 4.026735 -4.364764 -4.399842 -0.54 -0.38 -0.41 0.73
H 2.137673 -5.121886 -3.042990 -0.07 -0.75 0.78 -0.02
H 2.179011 -5.761408 -4.756534 -0.25 -0.44 0.62 0.41
H 0.458241 -4.401805 -5.342844 -0.03 -0.43 1.46 0.56
H 0.468687 -2.545620 -3.824852 0.40 0.36 0.38 0.26
H -0.121798 -3.728089 -2.530368 0.16 0.52 -0.68 -1.21
H -1.985651 -2.612369 -3.485185 -0.41 0.48 0.01 0.16
H -1.971851 -4.320027 -4.104067 0.45 1.28 -0.09 0.18
H -3.371105 -3.220038 -6.275571 0.28 -0.15 0.41 0.35
H -2.297782 -2.016547 -7.047710 -0.47 -0.18 0.55 -0.17
H -3.129887 -1.579723 -5.505493 0.41 -0.89 -0.31 0.23
```
Forces are in eV/Å.

Results
**LUMO energy**: 0.0209 hartree
**HOMO-LUMO gap**: 8.604 eV
**Strongest force on any atom**: 4.104 eV Å⁻¹
**Energy relative to the best compared isomer or geometry (same formula, charge and spin)**: 63.2 kcal/mol